[1]
ORCA calculation (ωB97M-V/def2-TZVPD) on a molecular structure, C35H32F11N4Os in a non-equilibrium geometry.

The geometry in XYZ format:
```
83
Properties=species:S:1:pos:R:3
Os -0.01 -0.36 0.29
C 0.35 2.58 0.72
N 0.17 1.62 -0.40
C -1.03 1.95 -1.21
C -2.23 1.29 -0.59
N -1.82 -0.11 -0.33
C -2.82 -1.08 -0.58
C -4.17 -0.90 -0.31
F -4.63 0.27 0.14
C -5.09 -1.93 -0.45
F -6.36 -1.73 -0.12
C -4.68 -3.17 -0.90
F -5.55 -4.16 -1.01
C -3.36 -3.36 -1.25
F -2.95 -4.54 -1.72
C -2.46 -2.32 -1.13
F -1.21 -2.52 -1.56
C 1.35 1.62 -1.29
C 2.49 0.95 -0.60
N 1.99 -0.27 0.06
C 3.05 -1.15 0.41
C 2.78 -2.44 0.90
F 1.51 -2.83 1.02
C 3.73 -3.36 1.26
F 3.36 -4.55 1.71
C 5.07 -3.04 1.16
F 6.01 -3.90 1.52
C 5.41 -1.79 0.69
F 6.68 -1.43 0.59
C 4.43 -0.88 0.32
F 4.91 0.31 -0.07
H 0.70 3.53 0.32
H 1.07 2.19 1.43
H -0.60 2.72 1.22
H -0.89 1.51 -2.20
H -1.14 3.03 -1.31
H -3.07 1.34 -1.28
H -2.54 1.76 0.34
H 1.60 2.64 -1.60
H 1.08 1.05 -2.18
H 2.96 1.62 0.13
H 3.23 0.72 -1.35
C 2.65 -0.82 4.47
C 2.35 0.10 3.28
C 3.63 0.87 2.90
C 1.21 1.04 3.62
C 1.48 2.04 4.54
C 0.48 2.84 5.05
C -0.81 2.62 4.63
C -1.15 1.64 3.70
C -2.66 1.58 3.46
C -3.25 0.33 2.82
C -3.12 2.85 2.71
C -0.11 0.84 3.16
N -0.38 -0.28 2.29
C -0.72 -1.45 2.97
C -0.88 -1.55 4.36
C -1.20 -2.76 4.94
C -1.36 -3.92 4.19
C -1.22 -3.85 2.81
C -0.92 -2.63 2.27
F -0.78 -2.47 0.91
H 3.45 -1.52 4.22
H 1.77 -1.40 4.75
H 2.97 -0.24 5.33
H 2.05 -0.52 2.44
H 4.00 1.45 3.74
H 3.46 1.55 2.07
H 4.41 0.17 2.63
H 2.49 2.16 4.91
H 0.69 3.60 5.79
H -1.61 3.21 5.06
H -3.11 1.65 4.45
H -2.80 0.11 1.86
H -4.32 0.47 2.69
H -3.10 -0.54 3.46
H -2.58 2.98 1.77
H -2.94 3.75 3.30
H -4.18 2.80 2.49
H -0.76 -0.67 4.97
H -1.32 -2.81 6.02
H -1.60 -4.86 4.66
H -1.32 -4.72 2.17
```

Summary:
Orbital gap in eV: 6.558
E_LUMO in eV: -4.29
Charge: +1
Spin multiplicity: 1
E_HOMO in eV: -10.8

[2]
ORCA calculation (ωB97M-V/def2-TZVPD) on a molecular structure, C35H34ClN5O8SZr.

The geometry in XYZ format:
```
85
Properties=species:S:1:pos:R:3
Zr -0.86 -0.58 -0.27
O 0.64 -0.71 -1.72
C 1.15 -1.86 -2.14
C 2.52 -2.12 -2.05
C 3.03 -3.32 -2.51
C 2.20 -4.28 -3.10
C 0.86 -4.02 -3.21
C 0.31 -2.83 -2.73
C -1.10 -2.55 -2.91
N -1.75 -1.63 -2.30
C -3.14 -1.44 -2.71
C -3.81 -0.41 -1.80
N -3.30 -0.70 -0.47
C -4.08 -1.21 0.40
C -3.59 -1.86 1.60
C -4.41 -2.01 2.73
C -3.97 -2.70 3.83
C -2.71 -3.30 3.80
C -1.90 -3.20 2.69
C -2.32 -2.47 1.57
O -1.55 -2.38 0.50
H 3.16 -1.38 -1.59
H 4.09 -3.51 -2.41
H 2.62 -5.21 -3.45
H 0.20 -4.75 -3.68
H -1.62 -3.16 -3.66
H -3.68 -2.39 -2.63
H -3.18 -1.10 -3.75
H -4.90 -0.50 -1.85
H -3.52 0.60 -2.08
H -5.16 -1.24 0.22
H -5.40 -1.55 2.72
H -4.60 -2.79 4.71
H -2.36 -3.85 4.67
H -0.92 -3.66 2.66
O 1.01 0.73 0.52
C 1.50 -0.32 0.99
O 0.90 -1.43 0.85
C 2.82 -0.29 1.69
C 3.40 -1.49 2.12
C 4.62 -1.47 2.76
C 5.24 -0.25 2.97
C 4.68 0.95 2.56
C 3.46 0.92 1.91
N 6.54 -0.22 3.66
O 7.03 -1.29 3.98
O 7.08 0.86 3.81
H 2.87 -2.41 1.93
H 5.10 -2.38 3.11
H 5.20 1.88 2.75
H 2.98 1.83 1.57
Cl -3.46 5.34 5.43
C -2.92 4.13 4.32
C -2.53 2.89 4.81
C -2.11 1.92 3.92
C -2.07 2.20 2.55
C -2.47 3.44 2.08
C -2.89 4.42 2.96
C -1.62 1.15 1.60
O -1.69 1.37 0.35
O -1.18 0.05 2.00
H -2.57 2.69 5.87
H -1.79 0.94 4.26
H -2.44 3.63 1.01
H -3.20 5.39 2.61
C 2.38 1.10 -3.53
N 0.99 1.42 -3.82
C 0.35 0.54 -4.78
C 0.24 2.11 -2.93
S -1.42 1.82 -2.74
N 0.89 3.04 -2.19
C 1.98 3.82 -2.74
C 0.25 3.64 -1.03
H 2.52 0.02 -3.66
H 2.62 1.35 -2.50
H 3.07 1.62 -4.20
H 1.06 0.35 -5.59
H -0.54 1.01 -5.19
H 0.07 -0.40 -4.32
H 2.11 3.61 -3.80
H 2.93 3.62 -2.23
H 1.75 4.88 -2.63
H -0.31 2.89 -0.48
H -0.43 4.44 -1.32
H 1.04 4.04 -0.39
```

Summary:
Orbital gap in eV: 7.542
E_LUMO in eV: -0.56
Charge: 0
Spin multiplicity: 1
E_HOMO in eV: -8.1

[3]
ORCA calculation (ωB97M-V/def2-TZVPD) on a molecular structure, C21H51AsF6N6O7 in a non-equilibrium geometry.

The geometry in XYZ format:
```
92
Properties=species:S:1:pos:R:3
C -6.23 1.23 -2.64
O -4.88 1.60 -2.25
C -4.63 3.02 -2.13
C -3.20 3.21 -1.52
N -2.18 2.68 -2.54
H -2.17 1.67 -2.47
H -2.51 2.90 -3.46
C -0.69 3.28 -2.48
C -0.79 4.86 -2.24
O -1.92 5.36 -3.08
C -2.09 6.80 -3.22
H -6.39 1.73 -3.60
H -7.03 1.47 -1.93
H -6.19 0.19 -2.93
H -5.39 3.47 -1.49
H -4.65 3.52 -3.09
H -3.05 2.63 -0.61
H -3.13 4.24 -1.18
H -0.24 2.99 -3.43
H -0.22 2.59 -1.78
H 0.15 5.29 -2.58
H -0.98 5.16 -1.21
H -2.69 7.01 -4.11
H -1.18 7.39 -3.32
H -2.55 7.26 -2.34
As 0.04 -0.34 0.45
F 1.10 -1.38 1.43
F 0.23 0.96 1.70
F -0.90 0.84 -0.56
F -0.28 -1.58 -0.77
F -1.49 -0.83 1.24
F 1.55 0.23 -0.50
C 1.27 1.84 7.25
O 0.99 2.67 8.09
N 1.16 2.05 5.88
C 1.29 1.07 4.86
C 0.53 3.30 5.45
H 1.67 0.85 7.49
H 1.32 1.65 3.94
H 0.48 0.35 4.82
H 2.21 0.50 4.94
H -0.45 3.01 5.07
H 0.31 3.92 6.32
H 1.02 3.83 4.64
C 1.91 -4.37 0.07
O 3.10 -4.57 -0.04
N 1.10 -5.30 0.58
C -0.29 -5.05 0.85
C 1.51 -6.69 0.86
H 1.36 -3.46 -0.22
H -0.70 -5.91 1.39
H -0.96 -4.92 0.00
H -0.39 -4.14 1.44
H 2.26 -7.09 0.18
H 2.02 -6.77 1.82
H 0.73 -7.45 0.97
C 1.00 -4.62 3.89
O 0.17 -5.28 4.47
N 1.52 -3.46 4.35
C 2.71 -2.85 3.66
C 1.10 -2.92 5.66
H 1.34 -4.65 2.85
H 3.58 -2.83 4.31
H 2.45 -1.89 3.22
H 2.95 -3.45 2.78
H 0.43 -2.06 5.62
H 0.45 -3.64 6.16
H 2.04 -2.73 6.17
C -1.11 -0.67 -3.56
O -1.12 0.51 -4.03
N -2.18 -1.47 -3.51
C -2.08 -2.88 -3.09
C -3.50 -1.06 -3.92
H -0.21 -1.15 -3.15
H -2.62 -3.50 -3.81
H -2.66 -3.10 -2.19
H -1.12 -3.34 -2.86
H -3.45 -0.01 -4.23
H -3.80 -1.68 -4.76
H -4.21 -1.22 -3.11
C 6.31 1.30 -1.81
O 7.26 0.57 -1.59
N 5.16 1.08 -2.42
C 3.99 1.90 -2.13
C 4.93 -0.26 -3.12
H 6.52 2.37 -1.67
H 4.06 2.69 -1.38
H 3.23 1.24 -1.71
H 3.47 2.27 -3.01
H 3.95 -0.64 -2.85
H 4.97 -0.17 -4.20
H 5.61 -1.12 -3.04
```

Summary:
Orbital gap in eV: 8.598
E_LUMO in eV: -0.15
Charge: 0
Spin multiplicity: 1
E_HOMO in eV: -8.8

- Look up the E_HOMO of the second one.
  -8.1 eV